Density functional theory data (wB97M-V/def2-TZVPD) for C38H90BClN12O15PS2 as an isolated structure.

The charge is +1. The frontier orbital gap is 6.1 eV.

Positions of all 160 atoms, in Å:
Cl: 2.4705 0.4426 0.1999
S: 1.8841 2.5433 -5.6900
S: 2.5978 3.9320 -1.9598
P: 0.4069 3.7196 -3.6414
O: -7.9827 2.9033 -3.5035
O: 1.0651 4.9879 -4.6988
O: -3.2303 -8.0761 -7.8694
O: -0.3757 -1.0944 -0.3722
O: -2.8870 6.5913 12.0863
O: 4.2234 5.4114 3.3064
O: -0.2331 2.9116 8.7108
O: 1.4845 -7.1953 -4.7323
O: -1.8777 0.1992 -1.9717
O: -1.2127 3.4980 -4.2363
O: 3.2411 -9.6893 -7.8316
O: 0.2705 -2.4153 -5.7192
O: -7.4521 -7.6642 -3.9075
O: -0.7475 1.6640 2.3237
O: 4.1899 11.2175 5.5504
N: 0.3377 -7.2634 -6.7427
N: 5.1989 -9.6067 -6.5981
N: 5.1723 11.6080 7.6105
N: 4.2778 7.3411 4.5850
N: 1.4477 2.2623 -3.9864
N: 0.2049 0.8247 7.8082
N: 0.6105 3.4301 2.9550
N: -4.9813 -8.2616 -6.3656
N: -8.1700 -7.6610 -1.7061
N: 0.5204 -4.2227 -3.4703
N: -0.7074 5.9959 11.5801
N: -5.9162 2.2748 -2.6690
C: 3.3309 1.2381 -2.3854
C: -0.1387 6.9127 12.5458
C: 5.8195 -9.5742 -5.2901
C: 0.8147 -8.5904 -7.0717
C: -0.5474 -6.5885 -7.6690
C: -2.0783 5.9301 11.4477
C: -4.5008 2.0954 -2.9165
C: 0.7472 0.9502 -3.7224
C: 1.3081 -0.3425 -4.5475
C: 0.1830 5.1771 10.7840
C: -5.6465 -9.0581 -5.3557
C: -0.0953 3.6433 4.2011
C: 3.8054 6.5305 3.5745
C: 0.7402 -6.6830 -5.5585
C: 1.0890 -2.8240 -3.3861
C: 0.7508 0.7955 -2.0772
C: 6.0915 10.4967 7.4822
C: -3.8417 -8.6964 -7.0089
C: -6.4413 1.9671 -1.3552
C: 0.5423 2.0913 8.2365
C: 0.1918 2.4209 2.1138
C: 2.7246 2.4973 -3.2173
C: 3.7272 8.6563 4.8377
C: -8.1977 -8.0667 -3.0236
C: -7.1904 -6.6772 -1.2950
C: -5.5312 -6.9673 -6.7102
C: 3.8304 -9.6595 -6.7589
C: 5.3590 6.8628 5.4210
C: -9.0896 -8.1875 -0.7191
C: 6.0434 -9.5830 -7.7740
C: 5.2177 12.4187 8.8095
C: 1.7343 4.2845 2.6324
C: -1.1730 0.3924 7.9123
C: 0.3889 -1.7297 -4.3889
C: 2.2443 0.2479 -1.6648
C: 1.1849 -0.0880 7.2573
C: -6.7789 2.7292 -3.6440
C: 4.2822 11.8606 6.5882
B: -0.5076 -0.0622 -1.4447
H: -5.1268 -10.0067 -5.1960
H: -3.5090 -9.6920 -6.6720
H: 3.9306 0.5632 -3.1666
H: -6.9034 2.8664 -0.9367
H: 6.4084 -8.6567 -5.2011
H: -0.0460 2.7285 4.7994
H: 6.7318 10.4210 8.3654
H: -1.2872 -0.6280 7.5361
H: 3.2834 -9.6734 -5.8017
H: -2.4042 5.2019 10.6867
H: 4.1614 1.5960 -1.6076
H: 5.0181 11.7808 9.6753
H: -0.5139 6.6588 13.5418
H: 2.2365 -2.8836 -3.6672
H: -8.5155 -8.6705 0.0767
H: -2.4592 -0.5053 -1.5598
H: 3.1313 1.9314 -5.9749
H: -4.2430 2.3638 -3.9445
H: 5.6247 7.6100 6.1739
H: -7.2058 1.1901 -1.4503
H: 4.5227 9.3992 4.7295
H: -0.0364 -6.4788 -8.6299
H: 3.3665 3.4889 -0.8426
H: 1.0627 -2.5105 -2.2411
H: 7.0988 -9.5413 -7.4908
H: -5.6440 1.6202 -0.6921
H: 2.1714 4.0136 1.6675
H: 1.3896 5.3217 2.5921
H: -1.1078 3.4590 -5.2522
H: 2.9215 8.8881 4.1359
H: 6.4758 -10.4432 -5.1886
H: 0.5017 -9.2860 -6.2872
H: 2.4759 -0.8521 -1.9874
H: 0.3479 4.4727 4.7591
H: -9.6719 -7.3607 -0.3022
H: -4.2419 1.0468 -2.7433
H: 5.0452 5.9379 5.9144
H: 5.7888 -8.7067 -8.3777
H: -1.4497 -7.1927 -7.7995
H: -6.1880 -7.0657 -1.4995
H: -0.4075 1.0377 -4.0164
H: 2.4934 4.1796 3.4128
H: -6.2767 2.9327 -4.6042
H: -6.4292 -6.7600 -6.1215
H: 6.2145 12.8598 8.9003
H: 2.9841 6.9903 3.0004
H: 0.7968 2.3456 1.1952
H: 2.4125 -0.6685 -4.2815
H: 6.7088 10.6461 6.5912
H: 0.8411 5.8310 10.2046
H: -0.4549 7.9309 12.2994
H: 6.2280 6.6487 4.7915
H: 1.2140 -0.9903 7.8748
H: 0.8894 -0.3502 6.2373
H: 4.4730 13.2184 8.7733
H: -1.1444 3.8650 3.9828
H: -7.2891 -6.4560 -0.2287
H: -0.3780 4.5348 10.0998
H: -3.9380 2.7314 -2.2272
H: -0.3823 -4.2652 -3.9920
H: -5.6647 -8.4960 -4.4176
H: -8.9798 -8.8164 -3.2283
H: -9.7707 -8.9176 -1.1645
H: -0.3198 -0.6375 0.5244
H: 5.0680 -9.5969 -4.4963
H: 0.4138 -8.9171 -8.0352
H: 1.2186 -4.9234 -3.8107
H: 3.5820 2.8538 -3.9681
H: -1.4814 0.4350 8.9613
H: 3.6301 12.7269 6.7877
H: 1.6141 2.3178 8.1126
H: 0.9533 6.8542 12.5375
H: -5.7789 -6.9577 -7.7759
H: -1.8043 1.0720 7.3319
H: 5.5183 9.5723 7.3624
H: 0.3201 -5.6750 -5.4070
H: 3.3341 8.6849 5.8580
H: -0.5752 -2.0060 -6.1195
H: 2.1794 0.3660 7.2376
H: 0.7819 4.5527 11.4532
H: -0.8282 -5.5996 -7.2966
H: -7.3388 -5.7623 -1.8766
H: 0.4620 5.1227 -5.4900
H: 0.6569 1.8435 -1.5072
H: -4.7780 -6.1973 -6.5169
H: -0.7383 -1.4661 -4.0970
H: 1.9081 -8.5756 -7.1135
H: 1.3120 -0.2091 -5.7343
H: -6.6705 -9.2602 -5.6829
H: 5.8559 -10.4845 -8.3653

These are the Mulliken partial charges, in e, on atoms 1 to 5: Cl -0.12; S -0.11; S -0.18; P 0.35; O -0.57



Density functional theory data (wB97M-V/def2-TZVPD) for FLaNO3S2 as an isolated structure.

The charge is +1. The frontier orbital gap is 7.1 eV.

Positions of all 8 atoms, in Å:
La: -0.7407 1.6364 1.4570
S: -0.7610 -0.5834 -0.9837
S: 1.8622 -0.5402 0.0684
F: -2.7960 1.7840 2.0580
O: 1.2104 0.7914 0.5706
O: -1.8670 -1.4460 -1.4348
O: 2.6241 -0.2396 -1.1718
N: 0.4681 -1.4025 -0.5638

These are the Mulliken partial charges, in e, on atoms 1 to 5: La 2.18; S 0.43; S 0.68; F -0.59; O -0.69



| no. | E (eV) |
| --- | --- |
| 1 | -133607.181 |
| 2 | -32872.128 |